# 1
Computed, not measured: an isolated ion of composition C5H14N2S and charge -1 at a distorted geometry, with ωB97M-V/def2-TZVPD.

```
22
Properties=species:S:1:pos:R:3:forces:R:3
C 1.246665 0.131390 1.526559 -1.73 0.63 -0.18
C 0.145300 -0.061371 0.408770 0.74 0.68 0.06
C 0.799441 0.088883 -0.983114 -0.18 0.22 1.76
C 1.760841 -1.100231 -1.207921 -1.24 1.47 -1.80
S 1.598917 -1.495917 -2.985495 0.80 0.08 -0.59
N -0.858861 1.004857 0.507435 0.80 -0.57 -0.06
C -2.166767 0.741822 0.064707 -2.06 1.42 -0.13
N -3.097752 0.030180 0.987552 0.09 0.36 -0.82
H 0.931271 1.090312 1.971066 0.99 0.01 -0.08
H 2.272792 0.120857 1.165945 -0.15 0.19 -0.02
H 1.138347 -0.561157 2.353142 0.03 -0.48 -0.01
H -0.289442 -1.050764 0.564010 -0.28 -0.12 -0.25
H 0.115766 0.442531 -1.763361 -0.28 -1.26 -0.02
H 1.297083 1.054098 -0.839611 0.88 -0.21 -0.14
H 1.384066 -2.033931 -0.823842 0.21 0.08 1.12
H 2.715945 -0.713827 -0.866110 0.50 -0.90 -0.25
H 2.901587 -1.401715 -3.427111 -0.09 -0.05 0.19
H -0.802540 1.627708 1.296900 -0.04 -0.24 0.11
H -2.614752 1.762397 -0.075433 -0.01 -0.83 -0.02
H -2.268137 0.281592 -0.934279 0.79 -0.09 0.48
H -2.599902 -0.669395 1.519839 -0.19 0.16 0.33
H -3.609866 0.711681 1.540349 0.43 -0.54 0.31
```
Forces are in eV/Å.

Calculated values
Energy relative to the best compared isomer or geometry (same formula, charge and spin): 161.0 kJ/mol
Kohn-Sham gap (spin up / spin down): 2.0 / 7.9 eV
Net charge: -1
2S+1: 2
HOMO (spin up / spin down): 1.069 / -4.864 eV
DFT total energy: -706.50618 Ha

Atom charges from the natural (NBO) analysis, given in e for atoms 1 to 8: -0.63, -0.04, -0.44, -0.70, -0.59, -0.67, -0.06, -0.88

***

# 2
Computed, not measured: one molecule with the formula C8H11BO3 at a distorted geometry, with ωB97M-V/def2-TZVPD.

```
23
Properties=species:S:1:pos:R:3:forces:R:3
B -2.731639 -0.839484 0.708435 0.49 -3.23 1.76
C 2.425017 -1.359692 -0.378595 -1.64 1.19 -0.05
C 1.129298 -1.590828 -0.890194 1.49 0.81 0.31
C 2.813904 -0.159094 0.310029 -1.12 1.82 1.47
C 1.734923 0.802773 0.420625 -0.66 1.34 0.59
C -0.635308 0.438394 1.128231 -1.93 4.71 -0.72
C 0.171510 -0.653037 -0.837374 -2.31 -1.40 -0.87
C 0.378133 0.599511 -0.096294 -1.94 0.03 -0.11
C -0.010294 1.743576 -1.007833 -2.03 3.53 1.91
O 3.809782 0.103991 0.982950 1.06 -0.96 -0.51
O -2.030789 0.277345 0.735627 2.32 1.02 -0.40
O -3.967603 -0.898386 0.231844 -1.13 -0.30 -0.64
H 3.027206 -2.177064 -0.376227 2.16 -2.04 0.02
H 0.989336 -2.534439 -1.337489 -0.45 -0.93 -0.50
H -2.423563 -1.931295 1.221261 0.40 0.97 -0.34
H 1.800676 1.769445 1.032709 0.55 -1.65 -0.90
H -0.153673 -0.286519 1.669499 0.09 -2.25 1.89
H -0.814321 1.429244 1.735804 1.43 -1.78 -1.00
H -0.865680 -0.964323 -1.253962 1.82 1.06 0.76
H 0.389816 2.773570 -0.692503 -0.26 -1.58 -0.17
H -1.123474 1.959038 -1.097107 1.08 -0.78 0.47
H 0.276575 1.601099 -1.978705 1.15 -0.50 -2.47
H -4.189828 -0.103820 -0.230733 -0.57 0.92 -0.47
```
Forces are in eV/Å.

Calculated values
Energy relative to the best compared isomer or geometry (same formula, charge and spin): 141.5 kJ/mol
Kohn-Sham gap (spin up / spin down): 7.1 / 7.4 eV
HOMO (spin up / spin down): -8.319 / -8.845 eV
DFT total energy: -561.94742 Ha

Atom charges from the natural (NBO) analysis, given in e for atoms 1 to 8: 0.92, -0.16, -0.25, 0.34, -0.03, -0.01, -0.08, -0.27

***

# 3
Computed, not measured: a 5-piece molecular cluster, C39H70BrF4N5O4S overall, with ωB97M-V/def2-TZVPD.

```
124
Properties=species:S:1:pos:R:3:forces:R:3
C -4.853612 3.267620 2.920583 0.46 0.59 -0.03
C -3.822750 2.435408 3.611026 -0.72 0.08 0.30
C -3.673715 2.438387 4.931222 -0.03 -0.27 0.21
O -4.469657 3.172345 5.784039 -0.11 -0.20 -0.46
N -4.117191 4.558804 5.934667 0.39 0.44 0.42
O -3.062454 4.826377 5.538953 -0.24 -0.03 -0.18
C -2.622761 1.602318 5.553392 -0.12 -0.26 -0.79
O -2.026437 1.951892 6.529408 0.22 0.18 0.88
C -2.371595 0.307805 4.833505 0.02 -0.14 0.00
C -2.053737 -0.848620 5.537592 -0.08 0.19 -0.09
S -1.876417 -1.035754 7.277928 0.09 -0.42 0.24
C -1.867489 -2.008632 4.783994 -0.10 0.12 -0.02
F -1.583382 -3.109010 5.487603 -0.06 0.02 -0.18
C -1.988195 -2.066059 3.396294 0.19 0.25 0.38
C -1.728146 -3.415651 2.751105 -0.06 -0.11 0.45
F -0.758788 -4.093890 3.381463 0.22 0.06 0.04
F -2.831962 -4.173792 2.836151 -0.07 -0.10 -0.15
F -1.341566 -3.334011 1.484107 -0.10 0.06 -0.33
C -2.344519 -0.897618 2.697670 0.40 0.18 -0.28
C -2.582952 -0.827257 1.198873 -0.50 -0.18 0.08
C -4.022355 -1.210766 0.755805 0.51 0.56 0.22
C -5.093720 -0.779090 1.740568 -0.51 -0.55 -0.34
Br -4.264352 -3.077212 0.231503 -0.03 0.08 0.03
C -2.511666 0.283417 3.437135 0.14 -0.49 0.27
C -2.869478 1.599819 2.827282 -0.19 0.13 0.34
O -2.420500 2.056501 1.808990 0.18 0.00 -0.58
H -4.643656 3.365177 1.861973 -0.04 -0.21 -0.17
H -4.819731 4.275464 3.326002 -0.11 0.15 0.03
H -5.859849 2.899759 3.094122 -0.08 -0.24 -0.03
H -2.538935 0.042111 7.707986 0.08 0.16 -0.28
H -2.508071 0.211579 0.916715 0.14 0.16 -0.01
H -1.820701 -1.323260 0.612383 0.00 -0.32 0.01
H -4.185358 -0.642630 -0.150985 -0.08 -0.26 -0.36
H -4.901806 -1.082814 2.765058 0.14 0.07 0.12
H -6.027262 -1.255407 1.451731 -0.16 0.03 -0.01
H -5.271089 0.291220 1.659042 0.21 0.22 0.23
C -0.177183 -0.060693 -3.142136 -0.02 -0.04 -0.06
C 0.884406 -0.142905 -2.058109 0.05 0.13 -0.17
N 1.069864 -1.475220 -1.516803 -0.11 -0.13 0.32
C 1.870158 -1.494261 -0.302872 0.07 0.14 0.16
C 3.333016 -1.043658 -0.413240 0.05 -0.07 0.14
C 1.372820 -2.516893 -2.482591 -0.11 -0.08 -0.29
C 2.611921 -2.340226 -3.371851 0.02 -0.11 0.00
H -1.126841 -0.456387 -2.777813 0.01 -0.06 -0.04
H -0.332650 0.981733 -3.424746 0.02 0.01 0.00
H 0.105548 -0.601450 -4.046504 -0.02 -0.02 0.01
H 0.564905 0.519773 -1.248248 0.14 -0.11 0.15
H 1.823720 0.275849 -2.450726 -0.03 0.08 0.01
H 1.838366 -2.497908 0.129642 -0.03 -0.06 -0.14
H 1.374078 -0.853272 0.434327 -0.06 0.07 -0.10
H 3.955592 -1.794185 -0.897583 0.00 0.03 -0.06
H 3.743471 -0.886313 0.586541 -0.01 0.01 0.00
H 3.433787 -0.103752 -0.958000 -0.02 0.00 -0.01
H 0.503511 -2.633269 -3.135197 -0.01 0.08 0.01
H 1.445720 -3.467844 -1.949821 0.04 0.07 0.12
H 2.685955 -1.330888 -3.780203 -0.02 0.01 0.02
H 2.555308 -3.028129 -4.217854 -0.02 0.00 0.00
H 3.535545 -2.564198 -2.840685 0.02 0.09 0.00
C -6.419467 -5.081225 3.714856 0.03 0.01 -0.03
C -7.347617 -6.246373 3.399949 0.16 0.04 0.01
N -8.565193 -5.841335 2.722251 -0.15 0.00 0.04
C -9.574350 -6.883449 2.670068 -0.12 -0.14 0.10
C -9.261834 -8.155065 1.870858 -0.10 -0.01 -0.04
C -8.373337 -5.078479 1.502572 0.14 0.24 -0.12
C -7.547335 -5.711958 0.376226 -0.06 0.08 -0.12
H -6.944594 -4.309330 4.280084 -0.03 0.01 -0.03
H -5.579732 -5.431437 4.316579 0.00 -0.01 -0.01
H -6.004187 -4.629204 2.812287 0.01 0.00 0.01
H -7.632077 -6.717856 4.344510 -0.10 -0.05 -0.05
H -6.781829 -7.003316 2.833977 0.03 -0.01 0.03
H -10.503258 -6.447380 2.292349 0.05 0.07 -0.05
H -9.793106 -7.177330 3.701742 0.09 0.03 0.03
H -9.313306 -7.984674 0.796380 0.07 0.01 -0.01
H -9.998629 -8.925482 2.107813 0.00 0.01 0.01
H -8.278536 -8.560188 2.110941 0.02 0.02 0.00
H -7.900273 -4.130050 1.772253 0.04 -0.04 0.05
H -9.354221 -4.794329 1.112970 -0.07 -0.13 0.07
H -6.635576 -6.181115 0.748456 0.00 0.00 0.02
H -7.246945 -4.934502 -0.329573 0.02 0.00 0.01
H -8.113192 -6.452729 -0.186929 0.04 -0.08 0.06
C 4.948599 3.227718 -7.605554 0.03 0.02 0.00
C 4.122131 3.263594 -6.328793 0.14 0.09 -0.07
N 3.892956 1.949850 -5.759415 -0.16 -0.15 0.04
C 2.882660 1.942385 -4.717659 -0.22 0.08 0.02
C 3.172150 2.726187 -3.433901 -0.08 -0.08 0.16
C 5.083511 1.162439 -5.489179 0.26 -0.08 -0.13
C 6.135752 1.755826 -4.543548 0.03 -0.13 0.03
H 4.501764 2.555084 -8.338723 0.00 -0.04 0.03
H 4.993488 4.225819 -8.042946 0.00 0.01 0.01
H 5.974812 2.907456 -7.421703 0.00 0.00 -0.01
H 3.147976 3.698110 -6.568993 -0.06 -0.05 0.10
H 4.602355 3.954195 -5.616746 0.00 0.03 -0.03
H 2.658051 0.904890 -4.455020 0.11 -0.04 -0.06
H 1.956340 2.333645 -5.151562 0.06 0.04 -0.08
H 3.900726 2.215255 -2.804071 0.05 0.06 -0.01
H 2.256006 2.822700 -2.845836 -0.01 0.00 -0.02
H 3.534116 3.734571 -3.637447 0.03 -0.01 -0.02
H 5.567203 0.943738 -6.444657 -0.03 0.08 -0.02
H 4.772891 0.185069 -5.110262 -0.13 0.06 0.05
H 6.343834 2.805115 -4.757867 -0.03 0.01 0.00
H 7.076538 1.211743 -4.650766 -0.01 -0.01 -0.02
H 5.835468 1.670948 -3.500907 -0.01 0.09 0.01
C 8.237612 7.044971 -1.065528 0.01 0.02 0.02
C 7.031003 6.124803 -0.954418 0.06 0.13 0.08
N 7.358468 4.726216 -1.152319 -0.03 -0.16 -0.13
C 6.192252 3.881047 -1.334236 -0.25 -0.02 -0.03
C 5.213876 3.743230 -0.159892 -0.04 -0.12 -0.03
C 8.398927 4.195013 -0.289652 0.25 0.05 0.09
C 8.192158 4.280229 1.228859 0.05 -0.10 0.02
H 8.755472 6.893811 -2.013502 0.01 -0.04 0.01
H 7.912808 8.085078 -1.017796 -0.01 0.00 0.01
H 8.949069 6.889548 -0.253636 0.01 0.00 -0.01
H 6.314429 6.412748 -1.728504 -0.06 -0.11 0.00
H 6.533979 6.309145 0.011440 -0.01 0.04 -0.01
H 6.520276 2.882854 -1.635360 0.15 0.03 0.05
H 5.633827 4.269038 -2.192616 0.06 0.09 0.00
H 5.610411 3.105144 0.628771 0.02 0.05 0.04
H 4.287800 3.280038 -0.508761 0.00 0.01 -0.01
H 4.951295 4.708707 0.273239 0.02 0.01 0.00
H 9.332541 4.708928 -0.532616 -0.05 0.06 -0.02
H 8.577677 3.153900 -0.569449 -0.13 -0.02 -0.05
H 7.824518 5.258800 1.540432 -0.01 0.01 -0.03
H 9.144532 4.114990 1.736852 0.01 0.00 -0.02
H 7.501178 3.521792 1.593217 -0.07 0.06 0.01
```
Forces are in eV/Å.

Calculated values
Kohn-Sham gap: 6.6 eV
SMILES: CC1=C(ON=O)C(=O)c2c(S)c(F)c(C(F)(F)F)c(C[C@H](C)Br)c2C1=O.CCN(CC)CC.CCN(CC)CC.CCN(CC)CC.CCN(CC)CC
HOMO: -8.037 eV
DFT total energy: -5474.27289 Ha

Atom charges from the Löwdin analysis, given in e for atoms 1 to 8: 0.01, -0.10, -0.19, -0.01, 0.04, 0.10, -0.29, 0.13